Record 1
Density functional theory data (wB97M-V/def2-TZVPD) for C5H4As2BrCuF20O as an isolated structure.

## Properties
net charge: -2
gap between HOMO and LUMO: 7.10 eV
calculated total energy: -10951.953275 hartree

CARTESIAN COORDINATES (ANGSTROEM)
Cu (6.262, 17.387, 27.246)
As (2.961, 19.974, 26.631)
F (3.778, 21.517, 26.506)
F (3.185, 19.793, 24.925)
F (2.110, 18.496, 26.715)
F (2.821, 20.243, 28.339)
F (1.441, 20.809, 26.405)
F (4.491, 19.176, 26.909)
As (4.386, 15.826, 30.250)
F (5.532, 14.647, 29.700)
F (5.454, 16.257, 31.558)
F (3.300, 17.058, 30.773)
F (3.292, 15.386, 29.016)
F (3.640, 14.647, 31.298)
F (5.206, 17.007, 29.216)
Br (4.992, 15.666, 25.703)
C (6.397, 20.542, 25.534)
C (7.447, 21.014, 24.562)
C (6.798, 21.566, 23.280)
F (6.006, 20.656, 22.697)
F (6.095, 22.685, 23.599)
F (8.241, 22.023, 25.026)
F (8.272, 20.007, 24.185)
O (6.853, 19.806, 26.678)
C (7.664, 20.412, 27.575)
C (7.204, 21.780, 28.077)
F (5.949, 21.692, 28.533)
F (8.002, 22.204, 29.088)
F (7.713, 19.590, 28.644)
F (8.934, 20.478, 27.095)
H (5.718, 19.858, 25.027)
H (5.783, 21.363, 25.910)
H (7.587, 21.852, 22.578)
H (7.230, 22.535, 27.287)

---

Record 2
Density functional theory data (wB97M-V/def2-TZVPD) for C26H34N4O2S as an isolated structure.

## Properties
gap between HOMO and LUMO: 7.63 eV
calculated total energy: -1777.892580 hartree

CARTESIAN COORDINATES (ANGSTROEM)
C (-1.291, 5.858, -3.315)
C (-1.840, 6.014, -1.993)
O (-0.864, 5.481, -1.010)
C (-0.677, 4.303, -0.808)
C (0.363, 4.072, -0.098)
C (0.648, 2.763, 0.445)
C (-0.161, 1.817, -0.005)
C (-1.098, 1.945, -1.073)
C (-1.327, 3.287, -1.359)
H (-2.290, 3.529, -1.983)
H (-1.664, 1.077, -1.291)
N (0.329, 0.274, 0.214)
C (0.114, -0.684, -0.696)
N (0.584, -2.020, 0.145)
C (0.647, -3.212, -0.743)
H (1.543, -3.620, -0.264)
C (-0.691, -4.007, -0.278)
C (-1.930, -3.650, -0.853)
N (-2.933, -3.647, 0.062)
C (-2.939, -2.126, 0.737)
C (-3.569, -1.140, -0.429)
H (-3.652, -0.151, 0.303)
O (-4.911, -1.663, -0.567)
C (-4.917, -2.853, -1.032)
C (-4.106, -4.062, -0.426)
H (-4.309, -4.941, -0.725)
H (-4.951, -3.771, 0.594)
H (-5.917, -3.302, -1.389)
H (-4.375, -2.768, -2.072)
H (-3.124, -1.032, -1.236)
H (-1.863, -1.898, 0.780)
H (-3.430, -2.121, 1.439)
H (-2.269, -4.592, -1.524)
H (-1.781, -2.747, -1.621)
H (-0.715, -4.078, 0.806)
H (-0.252, -5.321, -0.480)
H (0.626, -3.044, -1.854)
C (0.865, -1.951, 1.740)
C (2.125, -1.102, 1.875)
C (2.369, -0.426, 3.176)
N (3.253, 0.365, 3.124)
C (4.098, 0.175, 2.092)
C (5.282, 0.730, 1.372)
C (5.587, 0.419, 0.056)
C (4.983, -0.597, -0.733)
C (3.508, -1.145, -0.307)
C (3.108, -0.710, 1.028)
H (2.879, -1.712, -0.901)
H (5.239, -0.956, -1.771)
H (6.663, 0.685, -0.242)
H (5.850, 1.242, 1.905)
C (3.918, 1.076, 4.053)
H (3.100, 0.943, 4.807)
H (4.738, 0.817, 4.493)
H (3.856, 2.182, 3.816)
H (1.534, -0.448, 4.093)
H (1.241, -2.970, 1.629)
H (0.138, -1.685, 2.194)
S (-0.242, -0.856, -2.081)
H (0.515, 0.249, 1.318)
H (1.421, 2.408, 0.966)
H (0.936, 4.758, 0.597)
H (-2.704, 5.574, -1.869)
H (-1.743, 7.287, -1.642)
H (-0.352, 6.463, -3.536)
H (-2.024, 6.314, -4.087)
H (-1.147, 4.900, -3.568)

---

Record 3
Density functional theory data (wB97M-V/def2-TZVPD) for C25H48Cl3N4O3SSiTi as an isolated structure.

## Properties
multiplicity: 3
net charge: -1
gap between HOMO and LUMO (spin up / spin down): 2.28 / 6.41 eV
calculated total energy: -4344.067792 hartree

CARTESIAN COORDINATES (ANGSTROEM)
C (4.001, -0.559, -1.305)
C (3.971, -0.841, 0.166)
H (4.897, 0.012, -1.573)
H (3.097, -0.002, -1.611)
H (4.004, -1.511, -1.867)
C (4.968, -0.665, 1.053)
C (6.340, -0.179, 0.726)
H (4.811, -0.943, 2.103)
H (6.464, 0.124, -0.323)
H (7.087, -0.954, 0.952)
H (6.590, 0.675, 1.368)
Ti (0.106, 0.075, -0.164)
Cl (-0.171, -2.157, -0.966)
Cl (0.635, 0.927, -2.226)
H (-5.516, 0.661, -0.830)
H (-5.124, -0.463, -3.164)
C (-4.609, 1.259, -1.017)
C (-4.248, 0.183, -3.269)
N (-3.756, 0.504, -1.947)
H (-4.078, 1.475, -0.076)
C (-2.479, 0.235, -1.659)
O (-1.962, 0.705, -0.592)
H (-3.441, -0.342, -3.792)
H (-1.864, -0.374, -2.353)
H (-4.924, 2.200, -1.495)
H (-4.510, 1.107, -3.799)
H (3.462, 2.098, -0.098)
H (3.949, 1.880, 2.396)
C (2.643, 2.806, 0.119)
C (3.182, 2.663, 2.548)
N (2.166, 2.602, 1.501)
H (1.819, 2.660, -0.591)
C (0.933, 2.163, 1.776)
O (0.099, 1.865, 0.871)
H (2.688, 2.511, 3.519)
H (0.725, 1.944, 2.847)
H (3.043, 3.829, 0.045)
H (3.672, 3.647, 2.521)
O (1.716, -0.272, 0.685)
C (2.620, -1.350, 0.644)
C (2.356, -1.300, 3.175)
C (2.599, -2.033, 2.008)
H (2.133, -0.224, 3.100)
C (2.418, -1.956, 4.413)
H (2.236, -2.056, -0.107)
C (2.856, -3.411, 2.051)
H (2.251, -1.375, 5.325)
C (2.699, -3.331, 4.470)
C (2.916, -4.059, 3.287)
H (3.036, -3.935, 1.101)
H (2.748, -3.841, 5.439)
H (3.127, -5.132, 3.317)
Si (0.825, 3.222, -6.729)
Cl (2.895, 3.178, -6.787)
C (0.337, 4.669, -5.634)
C (0.266, 1.579, -6.021)
C (0.221, 3.463, -8.498)
H (0.746, 4.532, -4.624)
H (-0.758, 4.729, -5.569)
H (0.719, 5.612, -6.049)
H (0.601, 4.407, -8.914)
H (-0.877, 3.490, -8.516)
H (0.562, 2.637, -9.138)
H (0.665, 1.440, -5.006)
H (0.608, 0.755, -6.663)
H (-0.832, 1.556, -5.972)
C (-3.052, -3.886, 4.716)
C (-2.999, -2.401, 4.521)
N (-2.346, -2.226, 3.265)
C (-2.703, -1.458, 2.205)
S (-1.259, -0.788, 1.609)
N (-3.980, -1.219, 1.852)
C (-5.172, -2.005, 2.141)
C (-6.166, -1.085, 2.789)
H (-3.564, -4.380, 3.886)
H (-3.595, -4.073, 5.627)
H (-2.053, -4.321, 4.806)
H (-3.955, -1.903, 4.417)
H (-2.395, -1.909, 5.287)
H (-1.315, -2.295, 3.229)
H (-4.035, -0.577, 1.074)
H (-5.544, -2.397, 1.189)
H (-4.827, -2.825, 2.761)
H (-6.481, -0.279, 2.118)
H (-7.039, -1.667, 3.054)
H (-5.758, -0.628, 3.696)

---

Record 4
Density functional theory data (wB97M-V/def2-TZVPD) for a 3-piece molecular cluster, C8H14N5 overall.

## Properties
net charge: +1
gap between HOMO and LUMO (spin up / spin down): 6.60 / 7.16 eV
calculated total energy: -586.551573 hartree

CARTESIAN COORDINATES (ANGSTROEM)
C (-0.151, -0.871, 2.483)
C (-1.238, -0.094, 2.152)
C (0.770, -0.794, 1.396)
C (-0.753, 1.345, -2.574)
C (-2.335, 0.455, 2.961)
C (2.044, -1.589, 1.462)
C (1.952, 0.266, -1.496)
C (0.593, 0.294, -0.881)
N (-1.143, 0.190, 0.823)
N (-1.676, 2.419, -4.476)
N (-0.947, 1.828, -3.641)
N (0.208, -0.124, 0.417)
N (-0.411, 0.955, -1.406)
H (-0.067, -1.489, 3.407)
H (-0.071, -2.182, -2.643)
H (-2.009, 1.303, 3.523)
H (-3.223, 0.724, 2.331)
H (-2.666, -0.172, 3.889)
H (2.307, -1.430, 2.460)
H (1.644, -2.582, 1.321)
H (2.999, -1.300, 0.894)
H (1.908, 0.332, -2.576)
H (2.421, 1.217, -1.185)
H (2.601, -0.492, -1.227)
H (0.317, -1.490, -2.229)
H (-1.290, 2.397, -5.435)
H (-1.785, 0.885, 0.250)

---

Record 5
Density functional theory data (wB97M-V/def2-TZVPD) for a single C5H7N3O molecule.

## Properties
gap between HOMO and LUMO: 9.68 eV
calculated total energy: -434.015207 hartree
structure (SMILES): Cc1ccnocn[nH]1

CARTESIAN COORDINATES (ANGSTROEM)
C (0.712, -1.270, -1.811)
C (0.306, -0.674, -0.563)
C (-0.964, -0.610, -0.329)
C (-1.666, 0.308, 0.665)
C (0.705, 1.843, 1.343)
H (-0.186, -1.936, -2.299)
H (1.370, -2.256, -1.600)
H (1.262, -0.686, -2.560)
H (-1.849, -1.026, -1.010)
H (-2.598, 0.592, 0.302)
H (0.938, 2.878, 1.679)
H (0.815, -0.479, 1.437)
N (-1.441, 1.190, 1.583)
N (1.497, 1.220, 0.535)
N (1.267, -0.227, 0.456)
O (-0.170, 1.134, 2.173)

---

Record 6
Density functional theory data (wB97M-V/def2-TZVPD) for a 5-piece molecular cluster, C12H32ClO16S4 overall.

## Properties
net charge: -1
gap between HOMO and LUMO: 10.11 eV
calculated total energy: -3733.024028 hartree

CARTESIAN COORDINATES (ANGSTROEM)
Cl (0.098, -0.520, -1.348)
O (-1.150, -0.047, -1.902)
O (-0.101, -0.963, 0.013)
O (0.598, -1.607, -2.161)
O (1.079, 0.554, -1.352)
O (-2.109, -2.586, 4.302)
S (-2.403, -1.193, 4.239)
O (-3.608, -0.686, 4.797)
O (-1.226, -0.390, 4.922)
C (-0.003, -1.089, 5.252)
C (0.907, -0.072, 5.887)
C (-2.227, -0.611, 2.602)
H (0.443, -1.515, 4.351)
H (-0.207, -1.939, 5.902)
H (1.118, 0.730, 5.177)
H (1.876, -0.505, 6.139)
H (0.445, 0.360, 6.774)
H (-2.550, 0.422, 2.522)
H (-2.686, -1.252, 1.854)
H (-1.158, -0.638, 2.370)
O (-0.907, -5.854, -4.794)
S (-0.370, -4.553, -4.576)
O (0.399, -3.940, -5.611)
O (-1.616, -3.675, -4.181)
C (-1.693, -2.264, -4.517)
C (-2.078, -2.091, -5.963)
C (0.575, -4.612, -3.087)
H (-0.800, -1.721, -4.212)
H (-2.460, -1.846, -3.865)
H (-1.977, -1.056, -6.297)
H (-3.111, -2.396, -6.132)
H (-1.415, -2.657, -6.616)
H (1.038, -5.596, -3.079)
H (-0.137, -4.567, -2.267)
H (1.288, -3.796, -3.072)
O (-3.293, 4.441, 0.271)
S (-2.477, 3.715, -0.641)
O (-3.051, 3.134, -1.805)
O (-1.334, 4.714, -1.089)
C (-0.503, 4.285, -2.195)
C (0.472, 5.417, -2.484)
C (-1.556, 2.517, 0.269)
H (-1.093, 4.013, -3.066)
H (0.034, 3.393, -1.870)
H (0.712, 5.493, -3.544)
H (1.405, 5.244, -1.947)
H (0.066, 6.379, -2.176)
H (-0.773, 2.095, -0.358)
H (-2.245, 1.699, 0.474)
H (-1.225, 3.020, 1.172)
O (4.640, -1.430, 2.918)
S (3.416, -1.073, 2.288)
O (2.195, -1.679, 2.704)
O (3.283, 0.490, 2.454)
C (2.045, 1.052, 1.962)
C (1.921, 2.477, 2.443)
C (3.613, -1.255, 0.538)
H (1.202, 0.453, 2.303)
H (2.040, 1.021, 0.870)
H (2.851, 3.036, 2.337)
H (1.665, 2.507, 3.504)
H (1.145, 2.987, 1.874)
H (3.785, -2.324, 0.418)
H (4.492, -0.678, 0.274)
H (2.692, -0.974, 0.031)

---

Record 7
Density functional theory data (wB97M-V/def2-TZVPD) for C3H11N3O as an isolated structure.

## Properties
gap between HOMO and LUMO: 9.31 eV
calculated total energy: -360.320024 hartree

CARTESIAN COORDINATES (ANGSTROEM)
N (0.077, 2.245, 0.545)
C (-0.583, 0.907, 1.852)
O (-0.774, -0.242, 1.390)
H (-0.763, 2.808, 0.520)
H (0.782, 2.731, 1.092)
H (0.315, 1.104, 2.452)
H (-1.426, 1.568, 2.062)
C (-0.135, -2.581, -0.419)
N (0.690, 0.809, -1.479)
C (0.525, -0.482, -1.477)
N (0.082, -1.146, -0.435)
H (0.237, -3.061, -1.319)
H (-1.205, -2.769, -0.312)
H (0.354, -2.998, 0.461)
H (0.376, 1.541, -0.611)
H (0.903, 1.240, -2.365)
H (0.793, -1.056, -2.362)
H (-0.246, -0.619, 0.405)

---

Record 8
Density functional theory data (wB97M-V/def2-TZVPD) for a 2-piece molecular cluster, C5H7NO3 overall.

## Properties
gap between HOMO and LUMO (spin up / spin down): 6.84 / 8.21 eV
calculated total energy: -475.016962 hartree

CARTESIAN COORDINATES (ANGSTROEM)
C (1.057, -0.832, -0.995)
C (-1.230, 0.233, -0.832)
C (2.644, 1.049, -0.236)
C (-2.904, -0.267, 0.867)
C (1.682, -0.142, -0.024)
N (0.742, -1.532, -1.881)
O (-1.488, 0.407, -1.998)
O (1.289, -0.375, 1.266)
O (-1.520, 0.081, 0.396)
H (2.859, 0.946, -1.357)
H (3.462, 0.772, 0.386)
H (2.224, 1.994, 0.044)
H (-3.729, 0.055, 0.226)
H (-3.103, 0.204, 1.844)
H (-2.971, -1.316, 0.987)
H (0.985, -1.275, 1.305)

---

Record 9
Density functional theory data (wB97M-V/def2-TZVPD) for a 2-piece molecular cluster, CH2F3NOS overall.

## Properties
gap between HOMO and LUMO (spin up / spin down): 9.02 / 9.01 eV
calculated total energy: -866.917903 hartree

CARTESIAN COORDINATES (ANGSTROEM)
C (-0.262, -0.907, -0.534)
N (-0.184, 1.870, 0.393)
O (-0.763, 0.088, 2.084)
F (0.350, -0.378, -1.601)
F (-1.571, -1.126, -0.868)
F (2.172, -0.230, 0.720)
S (-0.137, 0.434, 0.816)
H (0.197, -1.800, -0.373)
H (0.199, 2.048, -0.637)

---

Record 10
Density functional theory data (wB97M-V/def2-TZVPD) for C15H14CrN2O3S as an isolated structure.

## Properties
multiplicity: 5
net charge: -2
gap between HOMO and LUMO (spin up / spin down): 2.92 / 6.57 eV
calculated total energy: -2357.673027 hartree

CARTESIAN COORDINATES (ANGSTROEM)
C (1.461, -1.680, -2.888)
C (0.046, -1.683, -3.165)
C (-0.605, -2.378, -2.100)
C (0.375, -2.773, -1.149)
C (1.652, -2.329, -1.608)
Cr (0.737, -0.141, -1.456)
C (-1.047, 1.384, -2.292)
C (0.273, 1.504, -2.634)
C (1.170, 2.075, -3.463)
N (2.246, 0.440, -1.374)
H (-1.663, -2.626, -2.062)
H (-0.419, -1.295, -4.070)
H (0.196, -3.399, -0.277)
H (2.610, -2.531, -1.136)
H (2.237, -1.311, -3.554)
H (-1.736, 0.757, -2.878)
H (3.134, 0.830, -1.046)
H (-1.501, 2.016, -1.519)
H (0.883, 2.809, -4.218)
H (2.221, 1.800, -3.384)
O (-2.049, -0.580, 0.100)
C (-1.187, -0.081, 0.839)
N (0.088, 0.235, 0.418)
S (1.122, 0.922, 1.583)
O (2.232, 0.039, 1.839)
O (1.362, 2.309, 1.282)
C (-0.137, 0.742, 2.810)
C (0.011, 1.027, 4.165)
C (-1.097, 0.834, 5.000)
C (-2.314, 0.373, 4.466)
C (-2.427, 0.076, 3.107)
C (-1.315, 0.256, 2.274)
H (0.973, 1.379, 4.534)
H (-1.011, 1.044, 6.065)
H (-3.171, 0.246, 5.127)
H (-3.351, -0.291, 2.664)

---

Record 11
Density functional theory data (wB97M-V/def2-TZVPD) for C25H34KN4O6P as an isolated structure.

## Properties
net charge: -2
gap between HOMO and LUMO: 6.93 eV
calculated total energy: -2584.983382 hartree

CARTESIAN COORDINATES (ANGSTROEM)
K (0.317, -0.383, 2.124)
O (-7.099, 0.545, 0.323)
C (-6.453, 1.609, 0.293)
O (-6.826, 2.765, -0.001)
C (-4.967, 1.494, 0.731)
C (-4.154, 2.623, 0.737)
C (-2.830, 2.497, 1.120)
N (-2.279, 1.343, 1.505)
C (-3.066, 0.260, 1.525)
C (-4.398, 0.293, 1.123)
C (-2.375, -1.008, 2.006)
O (-2.367, -1.994, 1.240)
O (-1.773, -0.917, 3.113)
H (-4.580, 3.571, 0.439)
H (-2.165, 3.357, 1.112)
H (-4.997, -0.608, 1.113)
C (-2.237, 0.418, -2.840)
C (-1.188, -0.668, -2.568)
C (-0.532, -1.130, -3.871)
C (-1.910, -1.872, -1.947)
P (-0.016, -0.038, -1.221)
C (1.208, -1.404, -1.167)
C (2.365, -1.545, -1.932)
C (3.218, -2.624, -1.746)
C (2.921, -3.597, -0.802)
C (1.764, -3.483, -0.043)
C (0.922, -2.393, -0.221)
C (0.898, 1.515, -1.818)
C (2.167, 1.632, -0.967)
C (1.256, 1.660, -3.295)
C (-0.022, 2.682, -1.412)
H (-3.041, 0.003, -3.454)
H (-1.815, 1.269, -3.375)
H (-2.679, 0.771, -1.904)
H (-1.297, -1.588, -4.509)
H (0.235, -1.883, -3.677)
H (-0.081, -0.312, -4.425)
H (-2.711, -2.191, -2.624)
H (-2.350, -1.638, -0.975)
H (-1.231, -2.717, -1.814)
H (2.629, -0.796, -2.669)
H (4.134, -2.685, -2.320)
H (3.596, -4.431, -0.650)
H (1.516, -4.236, 0.696)
H (0.013, -2.321, 0.375)
H (2.923, 0.882, -1.201)
H (1.944, 1.523, 0.095)
H (2.611, 2.623, -1.115)
H (1.866, 0.830, -3.659)
H (1.831, 2.582, -3.431)
H (0.365, 1.734, -3.918)
H (-0.254, 2.627, -0.348)
H (-0.965, 2.682, -1.955)
H (0.482, 3.635, -1.610)
N (-1.686, 1.526, 4.989)
N (-0.348, 2.037, 4.851)
H (-1.823, 0.697, 4.401)
H (-2.308, 2.243, 4.629)
H (0.038, 1.854, 3.927)
H (0.237, 1.516, 5.496)
O (4.774, -0.408, 0.026)
C (4.357, -0.600, 1.157)
C (5.173, -1.394, 2.199)
C (4.335, -1.274, 3.464)
C (3.112, -0.473, 2.988)
O (2.181, -0.189, 3.753)
N (3.184, -0.151, 1.685)
H (6.174, -0.970, 2.278)
H (5.269, -2.417, 1.833)
H (4.824, -0.731, 4.274)
H (3.987, -2.226, 3.866)

---

Question: calculated total energy of number 3 (C25H48Cl3N4O3SSiTi)?
Answer: -4344.067792 hartree